Entry 1:
Below is a molecular structure, C4H8N2O, with properties calculated with ωB97M-V/def2-TZVPD.

Calculated values
- lowest unoccupied orbital energy (eV) = 0.45
- maximum force (eV/Å) = 5.042
- spin multiplicity = 1
- energy above the lowest of the compared OMol25 structures with the same formula, charge and spin (kcal per mole) = 109.67
- Kohn-Sham gap (hartree) = 0.3923

Atoms and positions in Å:
1 C 0.55533 1.45048 -0.13959
2 C 0.60932 -0.02473 0.28474
3 O 0.61422 -0.16192 1.67733
4 C -0.58721 -0.80764 -0.26578
5 N -1.80285 -0.31351 0.37559
6 C 1.80366 -0.67707 -0.27646
7 N 2.69779 -1.20400 -0.79248
8 H 1.38949 1.98813 0.31701
9 H -0.38488 1.88722 0.21086
10 H 0.62266 1.55935 -1.22762
11 H -0.32606 -0.06407 1.92181
12 H -0.49393 -1.88365 -0.33732
13 H -0.62064 -0.46940 -1.47567
14 H -2.46474 -1.07980 0.55315
15 H -1.61216 -0.19940 -0.82556

The molecule's natural (NBO) atomic charges, reported in e, are given here: -0.6260 0.1293 -0.6853 -0.2218 -0.9283 0.2693 -0.3015 0.2366 0.2371 0.2162 0.4940 0.2347 0.1306 0.3669 0.4482

---

Entry 2:
Below is 2 unconnected molecules or ions with the total composition C4H8N2O, with properties calculated with ωB97M-V/def2-TZVPD.

Calculated values
- lowest unoccupied orbital energy (eV) = 0.72
- maximum force (eV/Å) = 0.914
- spin multiplicity = 1
- energy above the lowest of the compared OMol25 structures with the same formula, charge and spin (kcal per mole) = 47.30
- Kohn-Sham gap (hartree) = 0.3681

Atoms and positions in Å:
1 C 1.04895 1.29354 -0.71993
2 C 0.19518 0.72356 0.38430
3 C 0.59995 -0.52095 1.07350
4 N 0.64776 0.76525 1.77242
5 H 2.10496 1.03578 -0.56977
6 H 0.73473 0.89193 -1.68851
7 H 0.96925 2.38573 -0.75838
8 H -0.87243 0.92010 0.28356
9 H -0.15031 -1.21799 1.43793
10 H 1.53764 -0.97993 0.76169
11 H 1.60634 1.10441 1.81055
12 N -2.32016 -1.92497 -0.28321
13 C -1.73462 -1.43333 -1.22649
14 O -1.05449 -0.98324 -2.06667
15 H -3.31274 -2.05988 -0.21099

The molecule's natural (NBO) atomic charges, reported in e, are given here: -0.6260 -0.0836 -0.2716 -0.5862 0.2012 0.2287 0.2103 0.1914 0.2049 0.1880 0.3423 -0.7847 0.8721 -0.5098 0.4230

---

Entry 3:
Below is a single C4H8N2O molecule, with properties calculated with ωB97M-V/def2-TZVPD.

Calculated values
- lowest unoccupied orbital energy (eV) = 0.89
- maximum force (eV/Å) = 0.879
- spin multiplicity = 1
- energy above the lowest of the compared OMol25 structures with the same formula, charge and spin (kcal per mole) = 64.72
- Kohn-Sham gap (hartree) = 0.3804

Atoms and positions in Å:
1 C -0.82822 -0.90139 0.58810
2 C -0.17244 0.17223 -0.34897
3 C 1.20779 -0.37586 -0.26356
4 N 1.83406 0.15941 0.92062
5 O 1.65398 -1.27691 -0.93165
6 C -1.04571 0.84058 -1.35999
7 N -0.39158 1.59739 -0.30306
8 H -1.40123 -0.42680 1.37986
9 H -1.44297 -1.55621 -0.02912
10 H -0.11512 -1.58669 1.08154
11 H 1.70976 -0.48407 1.69994
12 H 2.82662 0.18756 0.73775
13 H -0.78701 1.12785 -2.38026
14 H -2.09431 0.55017 -1.24610
15 H -0.95361 1.97276 0.45489

The molecule's natural (NBO) atomic charges, reported in e, are given here: -0.6196 -0.0273 0.7099 -0.8998 -0.5450 -0.2292 -0.5722 0.2175 0.2318 0.2187 0.3802 0.3820 0.2083 0.1847 0.3599

---

Entry 4:
Below is 2 unconnected molecules or ions with the total composition C4H8N2O, with properties calculated with ωB97M-V/def2-TZVPD.

Calculated values
- lowest unoccupied orbital energy (alpha / beta) (eV) = 0.00 / 0.00
- maximum force (eV/Å) = 3.368
- spin multiplicity = 1
- energy above the lowest of the compared OMol25 structures with the same formula, charge and spin (kcal per mole) = 182.74
- Kohn-Sham gap (alpha / beta) (hartree) = 0.3034 / 0.3020

Atoms and positions in Å:
1 C -1.24605 1.69271 -0.38748
2 N -0.19297 0.96714 0.28521
3 C 1.39367 -0.60517 -0.34026
4 C -1.49187 -1.27211 1.00537
5 C 2.68759 -0.69770 -0.58479
6 O 0.63936 0.46118 -0.70057
7 N -0.46580 -0.64019 1.35592
8 H 0.84344 -1.13775 0.56034
9 H -0.88759 2.16694 -1.30487
10 H -1.62435 2.45190 0.29567
11 H -2.05789 1.01200 -0.68243
12 H -2.05232 -1.05088 0.08675
13 H -2.01442 -1.89153 1.73457
14 H 3.20560 0.03106 -1.19042
15 H 3.26359 -1.48761 -0.13303

The molecule's natural (NBO) atomic charges, reported in e, are given here: -0.4754 0.0162 0.1099 -0.1380 -0.4819 -0.3869 -0.2909 0.2306 0.2393 0.2185 0.1876 0.1578 0.1964 0.2053 0.2114

---

Entry 5:
Below is a molecular structure, C4H8N2O, with properties calculated with ωB97M-V/def2-TZVPD.

Calculated values
- lowest unoccupied orbital energy (eV) = 0.97
- maximum force (eV/Å) = 0.908
- spin multiplicity = 1
- energy above the lowest of the compared OMol25 structures with the same formula, charge and spin (kcal per mole) = 58.96
- Kohn-Sham gap (hartree) = 0.3709

Atoms and positions in Å:
1 C 0.02842 1.51000 1.28121
2 C -0.72703 0.70439 0.26539
3 O -0.32853 0.90568 -1.12806
4 C -0.29225 -0.44519 -1.33808
5 N 0.11540 -1.14451 -2.29636
6 C -0.45299 -0.81830 0.12473
7 N 0.90983 -1.31836 0.27721
8 H 1.06104 1.15536 1.31938
9 H -0.45720 1.37131 2.25518
10 H -0.00593 2.57967 1.05182
11 H -1.80171 0.93428 0.31533
12 H 0.58195 -0.57730 -2.99918
13 H -1.27295 -1.45341 0.49728
14 H 1.06711 -2.08149 -0.36784
15 H 1.53282 -1.30172 1.07098

The molecule's natural (NBO) atomic charges, reported in e, are given here: -0.6377 0.1017 -0.5010 0.5960 -0.7172 -0.1478 -0.8779 0.2196 0.2197 0.2280 0.1828 0.3561 0.1933 0.3976 0.3868

---

Entry 6:
Below is a single C4H8N2O molecule, with properties calculated with ωB97M-V/def2-TZVPD.

Calculated values
- lowest unoccupied orbital energy (eV) = 0.95
- maximum force (eV/Å) = 0.698
- spin multiplicity = 1
- energy above the lowest of the compared OMol25 structures with the same formula, charge and spin (kcal per mole) = 95.36
- Kohn-Sham gap (hartree) = 0.3773

Atoms and positions in Å:
1 C 0.65724 1.26078 -1.21394
2 C 0.44464 -0.09313 -0.59619
3 C 1.25222 -0.54968 0.32312
4 N 1.77934 -0.86643 1.40074
5 O 1.02789 -0.20146 2.41648
6 C -0.89357 -0.79419 -0.71977
7 N -1.83291 -0.00022 0.07389
8 H 1.53962 1.74654 -0.78851
9 H -0.22424 1.86528 -0.97464
10 H 0.76982 1.21738 -2.30143
11 H 1.55871 -0.33934 3.20858
12 H -0.78509 -1.83764 -0.38377
13 H -1.24067 -0.81080 -1.75912
14 H -1.51746 0.00627 1.04116
15 H -2.75721 -0.41869 0.06504

The molecule's natural (NBO) atomic charges, reported in e, are given here: -0.6290 -0.0863 0.2881 -0.1840 -0.5857 -0.2287 -0.8351 0.2236 0.2417 0.2175 0.4736 0.1834 0.1955 0.3652 0.3603

---

Entry 7:
Below is a molecular structure, C4H8N2O, with properties calculated with ωB97M-V/def2-TZVPD.

Calculated values
- lowest unoccupied orbital energy (eV) = 0.70
- maximum force (eV/Å) = 1.883
- spin multiplicity = 1
- energy above the lowest of the compared OMol25 structures with the same formula, charge and spin (kcal per mole) = 110.07
- Kohn-Sham gap (hartree) = 0.3505

Atoms and positions in Å:
1 C -2.08031 0.98571 0.23068
2 C 2.20932 0.32350 0.19109
3 C -0.30535 -0.61908 0.00644
4 C 1.13873 -0.52316 -0.44209
5 O -1.14056 -1.69063 0.13492
6 N 0.07583 0.04743 -1.22189
7 N -0.66739 0.68205 0.26086
8 H -0.76597 -2.53955 -0.12821
9 H 1.44055 -1.50489 -0.80782
10 H -2.20771 2.01082 -0.11350
11 H -2.65635 0.30349 -0.40176
12 H -2.45811 0.89558 1.25345
13 H 2.88643 0.70317 -0.57493
14 H 2.77498 -0.25231 0.92363
15 H 1.75591 1.17787 0.68915

The molecule's natural (NBO) atomic charges, reported in e, are given here: -0.4541 -0.6362 0.4395 -0.1062 -0.6952 -0.2813 -0.2692 0.4973 0.2001 0.2125 0.2011 0.2244 0.2153 0.2124 0.2395

---

Entry 8:
Below is a molecular structure, C4H8N2O, with properties calculated with ωB97M-V/def2-TZVPD.

Calculated values
- lowest unoccupied orbital energy (eV) = 0.96
- maximum force (eV/Å) = 0.545
- spin multiplicity = 1
- energy above the lowest of the compared OMol25 structures with the same formula, charge and spin (kcal per mole) = 42.62
- Kohn-Sham gap (hartree) = 0.3936

Atoms and positions in Å:
1 C 1.76057 0.00240 0.33970
2 C 0.73000 -0.39695 -0.69086
3 O 0.06251 -1.60649 -0.18352
4 C -0.99670 -0.83316 0.22191
5 N -1.77635 -0.94142 1.20159
6 C -0.66182 0.31381 -0.69253
7 N -0.87323 1.65987 -0.24504
8 H 1.28950 0.15317 1.31744
9 H 2.30811 0.90740 0.06810
10 H 2.46752 -0.82879 0.43574
11 H 1.16953 -0.56750 -1.67799
12 H -1.57374 -1.79288 1.72612
13 H -1.10141 0.14972 -1.68331
14 H -1.54944 2.13300 -0.83372
15 H -1.25507 1.64783 0.69639

The molecule's natural (NBO) atomic charges, reported in e, are given here: -0.6399 0.0936 -0.5092 0.5528 -0.7009 -0.1412 -0.8267 0.2165 0.2251 0.2241 0.1853 0.3562 0.2140 0.3700 0.3804